<1>
{"formula": "CH3N3O2", "method": "ωB97M-V/def2-TZVPD", "smiles": "[H]/N=N/C[N+](=O)[O-]", "homo_lumo_gap_ha": 0.3454, "e_lumo_ev": -0.39, "homo_ev": -9.79, "elements": ["H", "N", "N", "C", "N", "O", "O", "H", "H"], "xyz": [[-2.092, 0.702, 1.376], [-1.271, 0.080, 1.036], [-1.153, -0.083, -0.155], [0.187, -0.693, -0.396], [1.084, 0.519, -0.265], [1.116, 1.263, -1.272], [1.511, 0.676, 0.847], [0.371, -1.508, 0.306], [0.247, -0.956, -1.477]]}

=====

<2>
{"formula": "CH3N3O2", "method": "ωB97M-V/def2-TZVPD", "smiles": "[H]/N=N\\[H].O=C=NO", "homo_lumo_gap_ha": 0.3219, "e_lumo_ev": -0.03, "homo_ev": -8.79, "elements": ["H", "N", "N", "H", "O", "C", "N", "O", "H"], "xyz": [[0.947, 0.452, -1.848], [0.101, 0.175, -1.194], [-0.831, -0.478, -1.615], [-0.943, -0.519, -2.627], [2.042, -0.242, 0.464], [1.029, -0.205, 1.033], [0.107, 0.501, 1.334], [-1.104, -0.086, 1.819], [-1.348, 0.401, 2.635]]}

=====

Of them, <1> has the highest stability.

=====

<1>
{"formula": "C5H16NO2", "method": "ωB97M-V/def2-TZVPD", "total_charge": 1, "homo_lumo_gap_ha": 0.3581, "e_lumo_ev": -2.96, "homo_ev": -12.70, "elements": ["C", "C", "C", "C", "C", "N", "H", "H", "H", "H", "H", "H", "H", "H", "H", "H", "H", "H", "H", "H", "O", "H", "H", "O"], "xyz": [[-1.178, 0.333, 0.739], [0.228, 0.866, 0.491], [1.294, 0.005, 1.144], [1.999, 0.469, 2.177], [2.894, -0.465, 2.965], [-1.369, -0.962, -0.017], [-1.889, 1.091, 0.447], [-1.358, 0.124, 1.785], [0.248, 1.907, 0.788], [0.411, 0.934, -0.588], [1.646, -0.850, 0.574], [1.871, 1.450, 2.607], [2.849, -1.489, 2.609], [2.537, -0.324, 3.983], [3.953, -0.208, 2.956], [-0.445, -1.386, -0.026], [-1.629, -0.764, -1.017], [-2.074, -1.543, 0.420], [-1.597, 1.628, -3.177], [-0.371, 1.537, -4.037], [-0.713, 1.243, -3.181], [-1.969, -0.401, -3.102], [-1.814, -1.869, -3.222], [-2.137, -1.198, -2.613]]}

=====

<2>
{"formula": "C5H16NO2", "method": "ωB97M-V/def2-TZVPD", "total_charge": 1, "homo_lumo_gap_ha": 0.3569, "e_lumo_ev": -3.10, "homo_ev": -12.81, "elements": ["C", "C", "C", "C", "C", "N", "H", "H", "H", "H", "H", "H", "H", "H", "H", "H", "H", "H", "H", "H", "O", "H", "H", "O"], "xyz": [[-0.012, 1.136, 1.124], [1.335, 0.789, 0.736], [1.384, 0.346, -0.725], [1.531, -0.983, -0.987], [1.426, 1.195, -1.903], [-0.988, 0.029, 0.988], [0.065, 1.595, 2.138], [-0.402, 1.892, 0.389], [1.793, 0.005, 1.356], [2.017, 1.648, 0.677], [1.731, -1.599, -0.198], [1.719, -1.349, -2.044], [0.478, 1.698, -2.077], [2.035, 2.200, -1.820], [1.737, 0.640, -2.814], [-1.986, 0.340, 0.590], [-0.719, -0.808, 0.333], [-0.950, -0.598, 1.895], [-2.263, 2.583, -1.207], [-3.541, 1.945, -1.487], [-2.650, 1.722, -1.017], [-0.634, -4.357, 2.405], [-1.456, -4.175, 1.032], [-0.686, -3.817, 1.573]]}

=====

<3>
{"formula": "C5H16NO2", "method": "ωB97M-V/def2-TZVPD", "total_charge": 1, "homo_lumo_gap_ha": 0.4090, "e_lumo_ev": -3.16, "homo_ev": -14.29, "elements": ["C", "O", "C", "C", "C", "C", "N", "H", "H", "H", "H", "H", "H", "H", "H", "H", "H", "H", "H", "H", "H", "H", "H", "O"], "xyz": [[0.027, -1.276, 1.758], [-0.798, -2.389, 1.834], [-0.068, -0.490, 0.476], [-1.454, -0.144, -0.051], [-1.540, 1.034, -1.007], [-0.934, 0.687, -2.383], [0.868, 0.700, 0.505], [1.045, -1.585, 1.979], [-0.320, -0.619, 2.562], [-1.730, -2.322, 1.662], [0.464, -1.078, -0.284], [-1.816, -1.049, -0.541], [-2.146, -0.098, 0.800], [-2.595, 1.202, -1.201], [-1.229, 2.003, -0.610], [-0.856, -0.366, -2.589], [-1.590, 1.028, -3.188], [0.014, 1.185, -2.581], [0.742, 1.256, -0.331], [1.856, 0.409, 0.775], [0.646, 1.229, 1.359], [4.013, 0.871, -0.058], [3.865, -0.546, 0.559], [3.538, 0.360, 0.553]]}

=====

<4>
{"formula": "C5H16NO2", "method": "ωB97M-V/def2-TZVPD", "total_charge": 1, "homo_lumo_gap_ha": 0.3537, "e_lumo_ev": -3.05, "homo_ev": -12.67, "elements": ["C", "C", "C", "C", "C", "N", "H", "H", "H", "H", "H", "H", "H", "H", "H", "H", "H", "H", "H", "H", "O", "H", "H", "O"], "xyz": [[0.614, -0.618, 1.152], [-0.567, -0.800, 0.111], [-1.541, 0.344, 0.246], [-2.695, 0.039, 0.681], [-3.459, 1.206, 1.095], [1.432, 0.610, 0.739], [1.171, -1.650, 1.179], [0.265, -0.430, 2.232], [-0.986, -1.881, 0.215], [-0.201, -0.846, -0.965], [-1.348, 1.206, -0.299], [-3.122, -0.968, 0.976], [-2.919, 2.162, 0.981], [-3.681, 0.804, 2.144], [-4.438, 1.408, 0.560], [0.680, 1.222, 0.287], [2.127, 0.305, -0.043], [1.934, 1.026, 1.581], [2.607, -1.922, -2.253], [2.035, -1.600, -3.570], [1.924, -1.388, -2.626], [3.286, -0.204, -1.757], [3.523, 1.336, -1.636], [3.359, 0.639, -1.028]]}

=====

Of them, <1> has the highest stability.

=====

<1>
{"formula": "C3H6S3", "method": "ωB97M-V/def2-TZVPD", "homo_lumo_gap_ha": 0.3226, "e_lumo_ev": -0.07, "homo_ev": -8.85, "elements": ["C", "C", "C", "H", "H", "H", "H", "H", "H", "S", "S", "S"], "xyz": [[1.879, 1.986, -0.662], [-0.047, -0.051, -0.150], [-1.915, -1.963, 0.531], [1.471, 2.658, 0.293], [2.583, 1.265, 0.018], [2.379, 2.655, -1.436], [-1.056, -2.618, 0.801], [-2.138, -1.418, 1.452], [-2.887, -2.351, 0.281], [0.406, 1.325, -1.299], [0.809, -0.661, 1.030], [-1.484, -0.827, -0.858]]}

=====

<2>
{"formula": "C3H6S3", "method": "ωB97M-V/def2-TZVPD", "smiles": "S=C/C=C/S.S", "homo_lumo_gap_ha": 0.2885, "e_lumo_ev": -0.84, "homo_ev": -8.69, "elements": ["S", "C", "C", "C", "S", "H", "H", "H", "H", "S", "H", "H"], "xyz": [[-3.399, -1.040, -0.114], [-1.920, -0.491, 0.291], [-0.736, -1.158, -0.099], [0.430, -0.626, 0.251], [2.084, -1.106, -0.212], [-1.677, 0.351, 0.779], [-0.778, -1.921, -0.883], [0.627, -0.003, 1.144], [1.800, -1.911, -1.306], [-0.180, 2.462, -0.307], [-0.019, 1.448, -1.138], [-1.003, 3.401, -0.973]]}

=====

Of them, <1> has the highest stability.

=====

<1>
{"formula": "C6H13N2", "method": "ωB97M-V/def2-TZVPD", "total_charge": 1, "homo_lumo_gap_ha": 0.3337, "e_lumo_ev": -4.12, "homo_ev": -13.20, "elements": ["C", "C", "C", "C", "C", "C", "N", "N", "H", "H", "H", "H", "H", "H", "H", "H", "H", "H", "H", "H", "H"], "xyz": [[-2.575, -1.488, 1.131], [0.457, -0.900, 0.473], [-2.201, -0.360, 1.782], [1.763, -0.055, 0.344], [-0.304, -0.063, -0.421], [1.734, 1.743, -1.605], [-1.290, 0.223, -1.067], [1.392, 0.473, -1.037], [-2.159, -2.459, 1.502], [-3.308, -1.473, 0.289], [0.770, -1.857, 0.202], [-0.078, -0.902, 1.437], [-1.379, -0.467, 2.460], [-2.746, 0.514, 1.511], [1.891, 0.803, 1.010], [2.657, -0.645, 0.315], [0.809, 2.324, -1.765], [2.418, 2.209, -0.869], [2.338, 1.769, -2.475], [-1.575, 1.005, -1.537], [1.384, -0.393, -1.680]]}

=====

<2>
{"formula": "C6H13N2", "method": "ωB97M-V/def2-TZVPD", "total_charge": 1, "homo_lumo_gap_ha": 0.3806, "e_lumo_ev": -3.96, "homo_ev": -14.31, "elements": ["C", "C", "C", "C", "C", "C", "N", "N", "H", "H", "H", "H", "H", "H", "H", "H", "H", "H", "H", "H", "H"], "xyz": [[1.047, -1.466, -1.665], [1.208, -0.135, -1.566], [-0.484, -1.017, -0.242], [-1.372, -1.164, 0.916], [0.755, 1.081, 0.506], [-0.798, 1.252, -1.316], [-0.030, -1.928, -0.926], [0.173, 0.294, -0.693], [1.951, -2.372, 0.721], [1.650, -2.233, -2.181], [1.944, 0.525, -2.045], [2.051, -1.936, 1.405], [-1.847, -2.190, 0.670], [-2.116, -0.325, 1.102], [-0.741, -1.242, 1.771], [1.638, 0.447, 0.908], [0.994, 2.055, 0.118], [0.082, 1.012, 1.321], [-1.369, 0.799, -2.137], [-1.450, 1.703, -0.583], [-0.397, 2.068, -1.806]]}

=====

Of them, <2> has the highest stability.

=====

<1>
{"formula": "C3H8N2O2S", "method": "ωB97M-V/def2-TZVPD", "smiles": "[H]/N=C(/NS)OCCO", "homo_lumo_gap_ha": 0.3638, "e_lumo_ev": 0.64, "homo_ev": -9.26, "elements": ["H", "N", "C", "N", "S", "O", "C", "C", "O", "H", "H", "H", "H", "H", "H", "H"], "xyz": [[1.060, 0.092, -1.793], [0.087, -0.146, -1.999], [-0.456, -0.672, -0.978], [-1.563, -1.527, -0.988], [-2.502, -1.767, -2.372], [-0.166, -0.522, 0.329], [1.138, -0.084, 0.744], [1.087, 1.381, 1.068], [0.095, 1.706, 2.067], [-1.875, -1.852, -0.088], [-3.402, -0.766, -2.143], [1.967, -0.310, 0.060], [1.318, -0.618, 1.679], [0.681, 1.958, 0.263], [2.132, 1.787, 1.210], [0.398, 1.340, 2.942]]}

=====

<2>
{"formula": "C3H8N2O2S", "method": "ωB97M-V/def2-TZVPD", "homo_lumo_gap_ha": [0.3087, 0.2870], "e_lumo_ev": [0.23, 0.28], "homo_ev": [-8.17, -7.53], "elements": ["C", "C", "C", "N", "N", "O", "O", "S", "H", "H", "H", "H", "H", "H", "H", "H"], "xyz": [[0.250, -0.968, -1.846], [-0.623, -1.475, -0.784], [-0.744, -0.185, 0.164], [-1.650, 0.795, 0.066], [1.400, 1.532, 0.612], [-0.122, 0.319, 2.499], [1.640, -0.905, 1.295], [0.603, 0.080, 1.225], [1.279, -1.021, -1.443], [0.032, -0.280, -2.667], [-1.569, -1.998, -0.934], [-0.158, -2.142, -0.020], [-1.316, 1.773, 0.232], [-2.692, 0.816, -0.065], [1.287, 2.221, 1.335], [2.383, 1.437, 0.331]]}

=====

Of them, <1> has the highest stability.

=====

<1>
{"formula": "C7H14O2", "method": "ωB97M-V/def2-TZVPD", "homo_lumo_gap_ha": 0.3037, "e_lumo_ev": 0.75, "homo_ev": -7.52, "elements": ["C", "C", "C", "O", "O", "H", "H", "H", "H", "H", "H", "H", "H", "C", "C", "C", "C", "H", "H", "H", "H", "H", "H"], "xyz": [[1.260, 1.091, 0.428], [0.230, 1.857, -0.335], [0.011, -0.004, 1.899], [1.936, 1.848, 1.308], [1.978, 0.162, -0.143], [2.678, 1.332, 1.657], [1.621, -0.159, -1.066], [0.745, 2.433, -1.111], [-0.469, 1.184, -0.819], [-0.293, 2.540, 0.328], [0.876, -0.479, 2.364], [-0.898, -0.547, 2.170], [-0.146, 0.971, 2.359], [-0.754, -1.510, -0.404], [-2.226, -1.110, -0.477], [0.016, -1.352, -1.561], [0.848, -0.993, -2.397], [-0.612, -2.489, 0.059], [-0.243, -0.706, 0.587], [-2.649, -1.041, 0.528], [-2.348, -0.135, -0.953], [-2.822, -1.829, -1.042], [1.260, -1.065, -3.379]]}

=====

<2>
{"formula": "C7H14O2", "method": "ωB97M-V/def2-TZVPD", "homo_lumo_gap_ha": 0.3412, "e_lumo_ev": 0.82, "homo_ev": -8.47, "elements": ["C", "C", "O", "O", "H", "H", "H", "H", "C", "C", "C", "C", "C", "H", "H", "H", "H", "H", "H", "H", "H", "H", "H"], "xyz": [[1.608, 1.698, -0.810], [0.196, 1.235, -0.486], [-0.540, 2.315, -0.024], [-0.425, 0.488, -1.425], [-1.324, 2.381, -0.586], [2.235, 0.851, -1.076], [1.541, 2.366, -1.670], [2.041, 2.234, 0.033], [0.721, -1.878, -0.875], [-1.648, -1.373, -0.169], [-0.516, 0.336, 2.020], [-0.227, -0.902, -0.243], [0.288, 0.014, 0.780], [1.340, -0.148, 1.003], [0.755, -2.774, -0.248], [1.727, -1.472, -0.952], [0.371, -2.164, -1.865], [-1.949, -1.832, -1.108], [-1.727, -2.116, 0.631], [-2.318, -0.546, 0.049], [-0.596, -0.529, 2.683], [-0.033, 1.145, 2.565], [-1.521, 0.671, 1.770]]}

=====

<3>
{"formula": "C7H14O2", "method": "ωB97M-V/def2-TZVPD", "smiles": "C1CCCC1.CC(=O)O", "homo_lumo_gap_ha": 0.4002, "e_lumo_ev": 0.79, "homo_ev": -10.10, "elements": ["C", "C", "C", "C", "C", "H", "H", "H", "H", "H", "H", "H", "H", "H", "H", "C", "C", "O", "O", "H", "H", "H", "H"], "xyz": [[1.448, 1.041, 0.768], [0.694, -0.334, 0.829], [1.278, -1.213, -0.284], [2.703, -0.655, -0.493], [2.487, 0.874, -0.348], [0.759, 1.851, 0.486], [1.947, 1.318, 1.718], [-0.374, -0.162, 0.767], [0.827, -0.809, 1.859], [0.667, -1.144, -1.201], [1.319, -2.282, -0.038], [3.184, -0.981, -1.399], [3.270, -1.029, 0.377], [2.108, 1.313, -1.309], [3.413, 1.417, -0.149], [-4.046, -0.150, -0.509], [-2.705, 0.130, 0.147], [-2.281, -0.696, 0.982], [-2.020, 1.108, -0.359], [-4.502, -1.148, -0.135], [-4.830, 0.665, -0.337], [-4.027, -0.372, -1.592], [-1.318, 1.255, 0.219]]}

=====

<4>
{"formula": "C7H14O2", "method": "ωB97M-V/def2-TZVPD", "smiles": "C1CCCC1.CC(=O)O", "homo_lumo_gap_ha": 0.4085, "e_lumo_ev": 0.68, "homo_ev": -10.43, "elements": ["C", "C", "C", "C", "C", "H", "H", "H", "H", "H", "H", "H", "H", "H", "H", "C", "C", "O", "O", "H", "H", "H", "H"], "xyz": [[-0.432, 1.264, -0.030], [-1.810, 0.940, 0.626], [-2.341, -0.388, -0.026], [-1.078, -1.092, -0.487], [-0.169, 0.046, -0.949], [-0.381, 2.227, -0.495], [0.348, 1.292, 0.708], [-2.544, 1.736, 0.467], [-1.662, 0.823, 1.676], [-3.055, -0.209, -0.858], [-2.928, -0.926, 0.709], [-1.187, -1.752, -1.389], [-0.619, -1.699, 0.331], [-0.422, 0.329, -1.988], [0.838, -0.285, -0.990], [1.411, -0.649, 0.738], [2.462, 0.220, 0.074], [2.260, 1.302, -0.406], [3.616, -0.454, 0.050], [0.375, -0.232, 0.573], [1.467, -1.764, 0.488], [1.618, -0.770, 1.829], [4.231, 0.041, -0.650]]}

=====

Of them, <3> has the highest stability.